# 1
The following is a DFT calculation (wB97M-V/def2-TZVPD) of 2 unconnected molecules or ions with the total composition H2NO4S at a distorted geometry.

Geometry as XYZ:
```
8
H2NO4S, DFT wB97M-V/def2-TZVPD
N -0.328 0.192 0.506
O 3.505 -1.994 0.005
O 3.527 0.402 0.576
O 2.788 -1.368 2.254
O -1.162 0.581 -0.534
S 2.987 -0.930 0.903
H -0.782 -0.739 0.740
H -0.743 1.293 -0.940
```

Output
HOMO-LUMO gap (spin up / spin down), eV: 6.1 / 8.5
Net charge: -1
Lowest unoccupied orbital energy (spin up / spin down), eV: 3.46 / 3.55
HOMO (spin up / spin down), eV: -2.60 / -4.93
Energy relative to the best compared isomer or geometry (same formula, charge and spin), kJ/mol: 241.9

---

# 2
The following is a DFT calculation (wB97M-V/def2-TZVPD) of 2 unconnected molecules or ions with the total composition C2H7OPS2 at a distorted geometry.

Geometry as XYZ:
```
13
C2H7OPS2, DFT wB97M-V/def2-TZVPD
C -2.357 -0.851 0.606
C -1.295 -1.053 -0.208
O 1.208 1.487 1.502
P 1.191 1.138 0.046
S 2.117 -0.700 -0.399
S 2.251 2.530 -1.023
H -0.149 1.104 -0.300
H -3.128 -0.191 0.418
H -2.511 -1.580 1.381
H -1.017 -0.423 -0.969
H -0.560 -1.791 0.095
H 1.626 -1.156 0.704
H 2.624 1.486 -1.852
```

Output
HOMO-LUMO gap (spin up / spin down), eV: 6.3 / 7.7
Multiplicity: 3
Lowest unoccupied orbital energy (spin up / spin down), eV: 0.25 / -2.47
HOMO (spin up / spin down), eV: -6.01 / -10.19
Energy relative to the best compared isomer or geometry (same formula, charge and spin), kJ/mol: 274.9

---

# 3
The following is a DFT calculation (wB97M-V/def2-TZVPD) of 2 unconnected molecules or ions with the total composition C2H7N3O at a distorted geometry.

Geometry as XYZ:
```
13
C2H7N3O, DFT wB97M-V/def2-TZVPD
C 2.070 -1.402 1.138
N 1.025 -0.577 0.646
C 0.889 0.400 -0.030
N 0.542 1.472 -0.475
H 2.840 -1.586 0.389
H 1.625 -2.358 1.432
H 2.532 -0.942 2.015
H 0.205 1.624 -1.408
N -2.564 0.958 -0.372
O -2.075 0.144 -1.443
H -1.772 1.078 0.266
H -2.750 1.877 -0.792
H -2.566 -0.688 -1.367
```

Output
HOMO-LUMO gap, eV: 10.3
Lowest unoccupied orbital energy, eV: 0.85
HOMO, eV: -9.47
Energy relative to the best compared isomer or geometry (same formula, charge and spin), kJ/mol: 349.6

---

# 4
The following is a DFT calculation (wB97M-V/def2-TZVPD) of a gas-phase ion, C12H18N5O3S (charge -1) at a distorted geometry.

Geometry as XYZ:
```
39
C12H18N5O3S, DFT wB97M-V/def2-TZVPD
C -1.396 3.971 -0.118
N -0.637 3.035 -0.897
C 0.609 3.270 -1.301
O 1.227 4.321 -1.049
C 1.238 2.074 -2.034
C 0.464 1.717 -3.358
S -0.970 0.624 -3.086
N 1.211 0.847 -1.289
C 1.535 0.482 -0.042
O 2.310 1.119 0.693
C 0.832 -0.835 0.419
C 0.027 -0.520 1.730
C 0.243 -1.497 2.842
C 0.744 -1.238 4.070
N 0.648 -2.428 4.839
C 0.135 -3.345 4.018
N -0.141 -2.809 2.833
N -0.119 -1.416 -0.578
C -0.539 -2.655 -0.656
C -1.498 -2.948 -1.779
O -0.198 -3.564 0.110
H -1.099 3.770 0.916
H -2.493 3.845 -0.264
H -1.057 4.983 -0.409
H -1.098 2.220 -1.338
H 2.298 2.305 -2.248
H 0.137 2.585 -3.925
H 1.150 1.164 -3.972
H 0.619 0.182 -1.758
H 1.608 -1.522 0.684
H 0.294 0.439 2.107
H -1.048 -0.488 1.535
H 1.040 -0.262 4.463
H -0.006 -4.371 4.235
H -0.390 -3.320 1.992
H -0.559 -0.752 -1.233
H -2.177 -2.122 -1.878
H -0.947 -2.973 -2.734
H -1.998 -3.887 -1.539
```

Output
HOMO-LUMO gap, eV: 7.6
Net charge: -1
Lowest unoccupied orbital energy, eV: 3.01
HOMO, eV: -4.63
Energy relative to the best compared isomer or geometry (same formula, charge and spin), kJ/mol: 32.2

---

# 5
The following is a DFT calculation (wB97M-V/def2-TZVPD) of a molecular structure, C4H20NO6 at a distorted geometry.

Geometry as XYZ:
```
31
C4H20NO6, DFT wB97M-V/def2-TZVPD
C -0.797 1.319 -2.323
N -0.321 0.482 -1.152
C -2.273 -0.873 -1.639
C -1.224 -0.506 -0.597
C -1.756 -0.009 0.894
O -0.717 0.023 1.765
H -0.147 0.990 -3.143
H -1.778 1.137 -2.611
H -0.700 2.321 -2.103
H -0.046 1.093 -0.294
H -2.851 -1.789 -1.275
H -1.876 -1.132 -2.667
H -3.038 -0.055 -1.723
H -0.712 -1.489 -0.227
H -2.511 -0.576 1.250
H -2.117 1.072 0.824
H 3.031 0.526 1.227
H 2.171 1.802 0.961
O 3.171 1.463 1.000
H 1.209 -0.158 -1.110
H 2.734 0.119 -1.062
O 2.118 -0.650 -1.041
H 2.492 -0.959 0.521
H 1.941 -1.636 1.859
O 2.730 -1.317 1.430
H -0.050 0.963 1.508
H 0.883 2.220 2.058
O 0.480 2.002 1.192
H 0.227 -2.634 1.667
H -0.295 -1.380 2.341
O 0.023 -2.366 2.472
```

Output
HOMO-LUMO gap, eV: 8.5
Net charge: -1
Lowest unoccupied orbital energy, eV: 3.27
HOMO, eV: -5.28
Energy relative to the best compared isomer or geometry (same formula, charge and spin), kJ/mol: 119.3

---

# 6
The following is a DFT calculation (wB97M-V/def2-TZVPD) of 2 unconnected molecules or ions with the total composition C4H6N2.

Geometry as XYZ:
```
12
C4H6N2, DFT wB97M-V/def2-TZVPD
C 0.668 1.303 1.312
C 0.090 0.775 0.059
C -0.377 0.835 -1.074
N -1.049 -1.255 -1.665
N -0.528 -1.813 -0.667
C -0.022 -1.609 0.410
H 1.462 0.670 1.716
H 1.083 2.302 1.135
H -0.108 1.399 2.080
H -0.744 1.175 -2.016
H -0.547 -1.538 -2.510
H 0.046 -2.267 1.267
```

Output
HOMO-LUMO gap (spin up / spin down), eV: 9.9 / 9.9
Lowest unoccupied orbital energy (spin up / spin down), eV: 0.90 / 0.90
HOMO (spin up / spin down), eV: -9.01 / -9.01
Energy relative to the best compared isomer or geometry (same formula, charge and spin), kJ/mol: 559.9

---

# 7
The following is a DFT calculation (wB97M-V/def2-TZVPD) of a molecular structure, C33H49BrNP3Pd at a distorted geometry.

Geometry as XYZ:
```
88
C33H49BrNP3Pd, DFT wB97M-V/def2-TZVPD
C 0.077 6.165 -3.793
C -0.122 4.844 -4.298
C -0.417 4.694 -5.672
C -0.583 5.849 -6.450
N -0.441 7.079 -5.944
C -0.111 7.240 -4.666
C -0.055 3.713 -3.455
C -0.151 2.946 -2.484
C -0.237 2.221 -1.245
C 0.606 2.314 -0.089
C 0.198 1.779 1.115
C -1.064 1.130 1.304
C -1.786 0.933 0.132
C -1.441 1.494 -1.121
Pd -0.212 1.029 -2.869
P 2.212 -1.275 0.230
H -0.527 3.708 -6.144
H 0.362 6.358 -2.755
H -0.829 5.759 -7.509
H 0.020 8.267 -4.306
H -2.286 1.687 -1.800
H 1.555 2.831 -0.212
H -2.740 0.431 0.144
H 0.922 1.721 1.925
C 2.647 -2.830 1.146
C 3.768 -3.690 0.590
H 1.723 -3.422 1.204
H 2.869 -2.503 2.171
H 4.024 -4.462 1.329
H 3.476 -4.207 -0.334
H 4.676 -3.107 0.397
C 2.989 -1.367 -1.474
C 4.063 -0.325 -1.825
H 2.156 -1.267 -2.194
H 3.406 -2.382 -1.592
H 4.152 -0.242 -2.918
H 3.824 0.676 -1.441
H 5.061 -0.607 -1.460
C 3.128 -0.007 1.167
C 4.570 -0.385 1.461
H 2.576 0.140 2.104
H 3.047 0.938 0.613
H 5.073 0.453 1.953
H 4.634 -1.243 2.131
H 5.122 -0.614 0.546
Br 0.140 -1.194 1.654
P -1.038 -1.680 -1.230
C 0.009 -3.296 -1.294
C -0.390 -4.604 -1.938
H 0.220 -3.480 -0.230
H 0.963 -2.902 -1.707
H 0.530 -5.101 -2.273
H -0.847 -5.298 -1.211
H -1.051 -4.489 -2.799
C -2.330 -2.340 -0.064
C -3.302 -3.483 -0.325
H -2.902 -1.448 0.228
H -1.728 -2.571 0.836
H -3.781 -3.714 0.649
H -4.115 -3.223 -1.029
H -2.790 -4.388 -0.674
C -2.140 -1.319 -2.647
C -2.251 -2.382 -3.716
H -1.652 -0.345 -3.005
H -3.122 -1.063 -2.230
H -2.600 -1.926 -4.646
H -1.298 -2.876 -3.928
H -2.997 -3.132 -3.419
C -2.481 2.562 3.314
P -1.939 0.906 2.907
C -3.391 -0.121 2.618
C -1.007 0.299 4.340
C 0.313 0.706 4.627
C 0.749 0.773 5.962
C -0.110 0.405 7.008
C -1.338 -0.201 6.692
C -1.737 -0.342 5.364
H -3.100 2.964 2.502
H -1.585 3.183 3.427
H -3.028 2.509 4.270
H -3.135 -1.178 2.648
H -4.137 0.075 3.385
H -3.873 0.057 1.656
H 1.008 0.986 3.824
H 1.753 1.135 6.184
H 0.192 0.546 8.048
H -1.982 -0.562 7.493
H -2.628 -0.910 5.113
```

Output
HOMO-LUMO gap, eV: 4.8
Lowest unoccupied orbital energy, eV: 0.05
HOMO, eV: -4.80
Energy relative to the best compared isomer or geometry (same formula, charge and spin), kJ/mol: 149.6

---

# 8
The following is a DFT calculation (wB97M-V/def2-TZVPD) of C3H4N2S in the gas phase at a distorted geometry.

Geometry as XYZ:
```
10
C3H4N2S, DFT wB97M-V/def2-TZVPD
S -0.791 -1.639 0.773
C -0.091 -0.282 0.041
C 0.804 -0.208 -1.013
C 0.903 1.151 -1.222
N 0.276 1.825 -0.305
N -0.270 0.954 0.564
H -0.626 -0.680 2.112
H 1.566 -0.878 -1.577
H 1.422 1.652 -1.942
H 0.552 2.704 0.391
```

Output
HOMO-LUMO gap, eV: 9.1
Lowest unoccupied orbital energy, eV: 0.52
HOMO, eV: -8.53
Energy relative to the best compared isomer or geometry (same formula, charge and spin), kJ/mol: 315.0